(1)
{
  "formula": "C5H6O",
  "method": "ωB97M-V with the def2-TZVPD basis set",
  "e_homo_ev": -8.72,
  "e_lumo_ev": 0.098,
  "spin_multiplicity": 1,
  "symbols": ["H", "C", "C", "C", "H", "H", "H", "H", "C", "H", "O", "C"],
  "positions_angstrom": [[0.137, -0.071, -1.663], [1.570, -0.646, -0.222], [-0.702, 0.116, 0.285], [2.694, -0.671, 0.207], [3.698, -0.702, 0.570], [-0.740, -0.313, 1.290], [-0.194, -1.617, -0.873], [-0.318, 1.153, 0.339], [0.190, -0.606, -0.708], [-2.132, 1.622, 1.088], [-2.023, 0.207, -0.274], [-2.180, 1.528, -0.039]],
  "forces_ev_per_angstrom": [[0.02, -0.12, 0.14], [0.51, -0.10, 0.19], [0.51, 0.10, 0.25], [-0.44, 0.01, -0.19], [-0.18, 0.02, -0.05], [0.05, -0.05, -0.15], [0.08, 0.05, 0.00], [0.40, -0.24, 0.25], [0.01, -0.11, -0.07], [0.19, 0.09, -0.21], [-0.01, 0.52, -0.19], [-1.13, -0.17, 0.04]]
}

***

(2)
{
  "formula": "C29H32AsN2NiO2P",
  "method": "ωB97M-V with the def2-TZVPD basis set",
  "e_homo_ev": [-8.23, -8.23],
  "e_lumo_ev": [-0.811, -0.810],
  "spin_multiplicity": 1,
  "symbols": ["C", "C", "C", "H", "N", "H", "H", "C", "C", "H", "C", "H", "H", "H", "H", "N", "H", "C", "C", "C", "C", "H", "H", "H", "C", "C", "H", "H", "C", "H", "H", "C", "H", "H", "H", "P", "H", "C", "C", "C", "H", "H", "H", "H", "O", "H", "H", "As", "H", "H", "H", "C", "Ni", "C", "H", "C", "C", "C", "C", "C", "C", "C", "O", "C", "H", "C", "C", "H"],
  "positions_angstrom": [[-3.767, -1.612, 1.003], [3.518, -2.047, -3.038], [1.309, -3.855, 4.046], [-3.354, -1.609, -2.182], [-1.984, -0.647, 2.096], [2.958, 1.843, 0.479], [1.780, 3.053, 0.033], [3.002, -0.764, -2.965], [-4.926, -2.307, -0.763], [-0.565, 0.467, 3.136], [5.754, 3.038, -2.379], [1.927, -4.724, 4.228], [0.556, -2.172, -2.752], [-1.841, -0.256, 4.141], [-1.259, -2.124, 5.409], [-3.027, -1.303, -0.112], [2.801, -0.212, -3.876], [-3.123, -1.250, 2.203], [4.185, 4.430, -3.551], [2.973, -0.900, -0.571], [3.753, -2.769, -1.874], [2.285, -3.350, 2.202], [3.732, -2.487, -4.003], [-3.528, -1.481, 3.185], [-1.728, 0.986, -2.926], [0.723, -1.966, 2.675], [2.131, 3.815, -3.443], [2.785, -0.470, 0.405], [4.718, 2.219, -1.961], [-5.726, -2.596, 1.293], [3.974, 5.289, -4.176], [-1.169, -0.422, 3.295], [0.890, -1.359, 1.793], [0.153, -4.101, 5.835], [4.932, 1.351, -1.348], [1.967, 1.494, -1.774], [6.772, 2.812, -2.088], [3.480, -2.193, -0.644], [2.724, -0.172, -1.730], [-0.356, -1.601, -2.583], [-5.676, -2.732, -1.410], [6.299, 4.786, -3.501], [3.671, -2.745, 0.268], [-2.568, 0.441, -2.493], [0.036, 0.633, 0.207], [-0.252, -1.142, -1.595], [-2.278, -0.385, -5.801], [-0.541, -0.193, -3.953], [-2.788, -1.382, -4.425], [-1.207, -2.281, -2.576], [4.149, -3.775, -1.928], [3.402, 2.496, -2.331], [-1.461, -0.370, 0.305], [-4.954, -2.237, 0.632], [-2.121, 1.771, -3.573], [-0.284, -1.613, 3.571], [-3.725, -1.727, -1.177], [-1.934, -1.073, -5.028], [-0.480, -2.392, 4.703], [0.314, -3.506, 4.945], [3.149, 3.604, -3.135], [0.933, 1.309, 0.874], [0.988, 1.395, 2.084], [1.509, -3.082, 2.908], [-1.509, -1.949, -5.518], [5.488, 4.147, -3.173], [1.984, 1.979, 0.005], [-1.138, 1.456, -2.139]],
  "forces_ev_per_angstrom": [[-0.04, 0.03, -0.03], [0.01, 0.00, 0.01], [0.00, 0.00, 0.00], [-0.01, 0.00, -0.01], [0.05, -0.04, -0.01], [-0.01, 0.00, 0.01], [0.02, 0.01, -0.01], [0.02, 0.01, 0.01], [0.01, -0.03, -0.01], [0.00, 0.01, 0.00], [0.00, 0.00, 0.00], [0.00, 0.00, 0.00], [-0.03, -0.01, 0.00], [0.00, 0.01, 0.00], [0.00, 0.00, 0.00], [0.01, -0.01, 0.00], [0.00, 0.00, 0.00], [0.00, -0.01, 0.03], [0.00, 0.00, 0.00], [0.00, -0.01, 0.01], [0.00, 0.00, -0.01], [0.00, 0.00, 0.00], [0.00, 0.00, 0.00], [0.00, 0.01, 0.00], [0.00, -0.01, 0.00], [0.00, 0.00, -0.01], [0.00, 0.00, 0.00], [-0.02, 0.01, 0.01], [-0.01, 0.00, 0.00], [0.00, 0.00, 0.00], [0.00, 0.00, 0.00], [0.00, 0.01, 0.00], [0.00, 0.00, -0.01], [0.00, 0.00, 0.00], [0.00, 0.00, 0.00], [-0.01, 0.02, 0.00], [0.00, 0.00, 0.00], [0.00, 0.00, 0.00], [0.00, 0.00, -0.02], [-0.01, -0.07, 0.03], [0.00, 0.00, 0.00], [0.00, 0.00, 0.00], [0.00, 0.00, 0.00], [0.00, 0.01, 0.00], [-0.05, 0.00, -0.02], [0.09, 0.05, -0.03], [0.00, 0.00, 0.00], [0.00, 0.01, 0.01], [0.00, 0.00, 0.01], [-0.02, 0.03, 0.00], [0.00, 0.00, 0.00], [0.01, -0.01, 0.00], [-0.06, 0.04, 0.01], [0.01, -0.01, 0.01], [0.00, 0.00, -0.01], [0.00, -0.01, 0.00], [-0.01, 0.03, 0.00], [0.00, 0.00, -0.01], [0.00, 0.00, 0.00], [0.00, 0.00, 0.00], [-0.01, 0.00, 0.00], [0.14, -0.18, 0.02], [-0.06, 0.06, -0.01], [0.01, 0.00, 0.00], [0.00, 0.00, 0.00], [0.00, 0.00, 0.00], [-0.04, 0.07, 0.00], [0.00, 0.00, 0.01]]
}

***

(3)
{
  "formula": "C5H14N2",
  "method": "ωB97M-V with the def2-TZVPD basis set",
  "e_homo_ev": -8.42,
  "e_lumo_ev": 1.131,
  "spin_multiplicity": 1,
  "smiles": "CNCCCCN",
  "symbols": ["C", "H", "H", "H", "C", "N", "H", "H", "H", "H", "N", "H", "H", "H", "C", "C", "H", "H", "H", "H", "C"],
  "positions_angstrom": [[-2.004, 0.079, -1.316], [2.832, 0.440, 0.759], [0.847, 1.512, 0.249], [-0.363, -0.724, -2.439], [0.391, -0.398, -0.521], [2.059, 0.202, 1.365], [-2.276, 0.950, -1.950], [1.899, 1.550, 3.048], [-0.067, -1.314, -0.065], [0.017, 0.562, 1.340], [-2.718, -1.137, -1.756], [-3.709, -1.190, -1.606], [0.008, 0.893, -2.187], [1.333, -0.825, -0.918], [0.844, 0.484, 0.614], [-0.520, 0.074, -1.663], [2.757, -0.150, 3.216], [1.068, 0.052, 3.156], [-2.210, -2.005, -1.775], [-2.186, 0.452, -0.330], [1.999, 0.490, 2.776]],
  "forces_ev_per_angstrom": [[-0.05, 1.41, -2.51], [0.46, 0.21, 0.99], [0.29, 0.49, -0.38], [-0.44, 0.47, 0.55], [1.18, -2.63, 0.37], [-1.29, -1.02, -1.77], [-0.96, -0.54, 0.17], [0.82, -0.06, 0.16], [0.12, 0.57, -0.28], [0.22, -0.29, 0.01], [0.81, 1.14, -0.04], [0.13, -0.08, 0.25], [-1.13, 0.51, 0.54], [-0.31, 0.26, -0.32], [-1.68, 1.97, 0.97], [2.01, -2.20, -0.09], [0.53, 0.83, 0.68], [0.00, -0.07, -0.20], [-0.10, 0.07, 0.34], [-0.08, -0.38, 1.05], [-0.53, -0.67, -0.48]]
}

***

(4)
{
  "formula": "C7H11NO2",
  "method": "ωB97M-V with the def2-TZVPD basis set",
  "e_homo_ev": -9.18,
  "e_lumo_ev": 0.770,
  "spin_multiplicity": 1,
  "smiles": "C#C[C@](C)(O)C(=O)N(C)C",
  "symbols": ["C", "H", "C", "H", "N", "H", "H", "C", "C", "C", "C", "H", "C", "H", "H", "H", "O", "O", "H", "H", "H"],
  "positions_angstrom": [[-1.223, 1.303, -0.866], [1.990, 2.468, 2.053], [1.201, -0.260, -0.237], [2.925, -1.302, -0.348], [-1.447, 0.065, -0.160], [1.550, -2.326, 0.013], [-2.827, 0.268, 1.307], [2.060, -1.499, 0.250], [1.768, 1.678, 1.363], [-2.777, -0.353, 0.364], [-0.502, -0.858, 0.130], [2.244, 0.190, -1.799], [1.581, 0.873, 0.515], [2.351, -1.483, 1.377], [-3.618, -0.197, -0.329], [-1.892, 1.265, -1.818], [1.336, 0.016, -1.666], [-0.641, -1.862, 0.717], [-1.322, 2.176, -0.294], [-2.545, -1.370, 0.753], [-0.212, 1.205, -1.324]],
  "forces_ev_per_angstrom": [[0.19, -2.33, -3.54], [-0.08, -0.31, -0.19], [-1.92, -2.96, -0.11], [1.09, -0.76, -0.14], [-0.70, -1.39, 0.20], [-1.49, -3.30, -0.91], [-0.95, -0.46, -0.92], [1.27, 4.47, 1.65], [0.70, 2.05, 1.40], [1.52, 1.04, 1.71], [3.09, 4.95, -1.81], [1.67, 0.36, -0.42], [-0.95, -0.44, 0.07], [-0.76, 0.18, -2.08], [0.48, -0.23, 0.31], [0.71, 0.58, 1.73], [-1.61, -1.22, 1.32], [0.15, -2.55, 1.03], [-0.36, 1.16, 0.86], [-1.19, 0.55, -0.73], [-0.84, 0.62, 0.59]]
}